Record 1
Computed, not measured: C26H74Li2N4O15 as an isolated structure, with the ωB97M-V functional and the def2-TZVPD basis.

Structure (XYZ):
```
121
C26H74Li2N4O15 the ωB97M-V functional and the def2-TZVPD basis
Li -0.9678 0.9544 4.6003
Li -4.2597 -1.4747 0.7337
O -2.1723 -1.3136 -1.3778
C -1.0121 -1.7071 -0.7183
C -0.5072 -1.0969 0.6480
O -1.4356 -0.9634 1.7535
H -0.2296 -1.5672 -1.4641
H -1.0465 -2.7965 -0.7269
H -0.2003 -0.0879 0.3724
H 0.4345 -1.5170 1.0014
C -3.5540 -7.1805 4.0316
O -4.0183 -5.8217 4.0597
C -4.3469 -5.1695 2.8191
C -5.3783 -4.1098 3.1133
N -5.8808 -3.4881 1.8604
C -7.0014 -2.5754 2.0476
C -6.8127 -1.4406 3.1086
O -5.8066 -0.5860 2.5174
C -5.7991 0.6962 3.0733
H -4.4463 -7.7938 3.9060
H -3.0574 -7.4043 4.9757
H -2.7817 -7.3852 3.2901
H -4.7407 -5.9737 2.1976
H -3.4580 -4.6615 2.4449
H -5.0827 -3.4008 3.8866
H -6.2284 -4.6786 3.4902
H -6.0850 -4.2535 1.2337
H -7.8967 -3.1292 2.3303
H -7.1310 -2.0797 1.0856
H -6.5267 -1.8362 4.0832
H -7.7761 -0.9337 3.1625
H -5.4700 0.8119 4.1060
H -6.8102 1.1034 3.0671
H -5.1960 1.3256 2.4188
C 1.8578 -6.1557 0.2005
O 2.8115 -6.7666 -0.6486
C 4.1546 -6.7297 -0.0509
C 4.8329 -5.3827 -0.2678
N 5.1459 -5.0238 -1.6233
C 4.0020 -4.4607 -2.3692
C 4.3698 -4.2078 -3.8202
O 4.5025 -5.3482 -4.4967
C 4.7545 -5.1389 -5.8659
H 2.0728 -5.1316 0.5056
H 1.6723 -6.6964 1.1286
H 0.9771 -6.0668 -0.4355
H 4.7002 -7.4110 -0.7038
H 4.2347 -7.1045 0.9695
H 5.7657 -5.4873 0.2864
H 4.3796 -4.5672 0.2958
H 5.4678 -5.9221 -1.9544
H 3.6622 -3.5400 -1.8950
H 3.2244 -5.2242 -2.3926
H 5.1977 -3.4987 -3.8191
H 3.5459 -3.6005 -4.1950
H 3.9164 -4.7665 -6.4550
H 5.1460 -5.9955 -6.4146
H 5.6085 -4.5118 -6.1217
C -1.7612 1.5335 7.1049
O -1.8018 2.3893 6.0029
C -1.5167 3.7967 6.1827
C -1.1668 4.5574 4.8863
N -0.1676 3.8869 4.1079
C -0.2022 4.3475 2.7156
C 1.2389 4.0353 2.1175
O 2.0628 5.0260 2.7460
C 3.3596 4.9557 2.3400
H -2.6165 1.6264 7.7741
H -0.9057 1.7630 7.7403
H -1.6270 0.5275 6.7073
H -0.6867 3.9163 6.8792
H -2.4196 4.2354 6.6075
H -0.7745 5.5385 5.1541
H -2.0338 4.8974 4.3199
H 0.7039 4.2542 4.4625
H -0.3835 5.4202 2.6483
H -1.0181 3.8873 2.1584
H 1.1755 4.2665 1.0542
H 1.4690 2.9814 2.2743
H 3.9569 5.7350 2.8132
H 3.4131 5.0832 1.2588
H 3.8066 4.0317 2.7068
C 5.7331 8.6540 -2.0159
O 4.8967 7.8537 -2.8636
C 3.8514 8.5982 -3.4977
C 3.2171 7.6884 -4.5731
N 2.5481 6.5426 -4.0124
C 1.9897 5.5432 -5.0048
C 3.1757 4.7675 -5.7853
O 4.0385 3.9348 -4.9411
C 3.3900 2.8454 -4.3345
H 6.0462 9.5611 -2.5328
H 6.5693 7.9899 -1.7972
H 5.3090 8.8659 -1.0344
H 4.1284 9.5437 -3.9639
H 3.1285 8.8326 -2.7163
H 4.0432 7.4697 -5.2497
H 2.4446 8.3437 -4.9756
H 3.3446 6.1256 -3.5521
H 1.2326 5.9357 -5.6837
H 1.3594 4.7578 -4.5878
H 3.7813 5.4859 -6.3379
H 2.7508 4.1543 -6.5799
H 4.0464 2.2437 -3.7059
H 2.9850 2.2491 -5.1522
H 2.5551 2.9802 -3.6469
O -6.6206 -1.1558 -3.0011
H -6.7790 -0.6435 -3.7940
H -5.6680 -1.2369 -2.9541
O -2.0088 2.7506 -2.6149
H -2.3838 1.8737 -2.6964
H -1.1379 2.6764 -3.0052
O -1.0835 -1.2768 -5.7676
H -1.7253 -0.7721 -6.2671
H -1.3477 -1.1642 -4.8545
O -0.9239 -3.6587 5.7716
H -1.6138 -4.3126 5.8839
H -1.1525 -3.2056 4.9599
O -3.1250 -4.6771 -4.5777
H -2.6040 -3.9005 -4.3736
H -3.8163 -4.6832 -3.9156
```

***

Record 2
Computed, not measured: one molecule with the formula C4H8O, with the ωB97M-V functional and the def2-TZVPD basis.

Structure (XYZ):
```
13
C4H8O the ωB97M-V functional and the def2-TZVPD basis
C 1.4601 -0.6597 -0.4747
C -0.1162 -0.6511 -0.5770
C -0.9747 0.0384 0.8074
C -1.0223 1.4808 0.4213
O -0.3175 1.8763 -0.4788
H 1.7934 -0.8090 0.5561
H 1.9725 0.2400 -0.8564
H 1.8979 -1.4976 -1.0498
H -0.3397 -0.1612 -1.5471
H -0.4610 -1.6759 -0.6374
H -1.9338 -0.1893 1.3996
H -0.2199 -0.1880 1.5563
H -1.7388 2.1963 0.8805
```

Properties
Relative energy (zero: lowest compared OMol25 entry of this formula, charge and spin), kJ/mol: 170.1

***

Record 3
Computed, not measured: a 33-piece molecular cluster, C20H84BrNO35 overall, with the ωB97M-V functional and the def2-TZVPD basis.

Structure (XYZ):
```
141
C20H84BrNO35 the ωB97M-V functional and the def2-TZVPD basis
C 2.1432 4.2341 -1.2312
C 2.1704 3.6377 -2.6465
C 2.7130 2.2064 -2.6702
Br 2.6644 1.6300 -4.5733
C 1.8806 1.2797 -1.8101
C 0.5292 1.1460 -2.1632
C -0.2930 0.3717 -1.3794
C 0.2103 -0.2988 -0.2618
C 1.5385 -0.1647 0.0778
C 2.4027 0.6288 -0.6851
C 3.8477 0.7630 -0.2504
C 4.3804 -0.4052 0.5891
O 3.8965 -0.2815 1.9361
C 4.1000 -1.8054 -0.0167
N 3.9122 -2.8704 0.9756
C -0.7460 -1.1152 0.5451
O -0.4503 -2.1822 1.0387
C -2.0917 -0.4973 0.6864
C -2.8043 -0.5641 1.8639
C -4.0181 0.1141 1.9262
C -4.5294 0.8205 0.8539
C -3.8160 0.8616 -0.3602
C -2.6026 0.2029 -0.4146
C -1.7619 0.2464 -1.6596
O -2.2202 0.1842 -2.7752
H 3.1205 4.6524 -1.0149
H 1.8241 3.5165 -0.4752
H 1.4138 5.0449 -1.2103
H 1.1731 3.6655 -3.0889
H 2.7930 4.2768 -3.2769
H 3.7599 2.1829 -2.3932
H 0.1585 1.6587 -3.0398
H 1.8969 -0.6877 0.9541
H 4.5301 0.9408 -1.0819
H 3.9080 1.6462 0.3982
H 5.4611 -0.2880 0.6157
H 4.6595 -0.1525 2.5043
H 4.9929 -2.0899 -0.5744
H 3.2590 -1.8175 -0.7031
H 4.6944 -2.8903 1.6187
H 3.1034 -2.6509 1.5494
H -2.3937 -1.1169 2.6950
H -4.5483 0.0905 2.8655
H -5.4731 1.3328 0.9668
H -4.2369 1.4198 -1.1859
O -1.8336 -0.6495 4.9350
H -0.9211 -0.8104 4.6654
H -1.8146 -0.7184 5.8965
O 5.5282 3.4189 -3.8169
H 4.6201 3.1471 -4.0146
H 6.0525 3.0552 -4.5370
O 4.0267 5.8432 0.4436
H 3.9286 6.4455 1.1896
H 4.9799 5.7249 0.3470
O -1.7739 -4.6921 -0.0266
H -1.3014 -3.9185 0.3028
H -1.7596 -5.3003 0.7200
O 2.0456 -4.3179 -0.8910
H 2.6043 -4.9320 -1.3811
H 2.6761 -3.8755 -0.3006
O -2.0704 3.6358 -0.4774
H -1.8634 3.7664 -1.4082
H -2.5820 2.8150 -0.4485
O 3.8276 -1.4844 -3.1954
H 3.2364 -2.2461 -3.1269
H 3.2924 -0.7923 -3.6017
O -6.4418 0.7505 3.5244
H -7.0387 -0.0082 3.5836
H -6.9940 1.4602 3.1754
O -6.1964 -1.7325 4.8415
H -5.6669 -1.0399 5.2499
H -6.1793 -2.4512 5.4866
O 7.1854 0.7769 -0.1265
H 7.4090 -0.0110 -0.6456
H 7.7171 1.4864 -0.4977
O -0.2725 -5.2583 3.1374
H 0.0514 -6.0717 2.7348
H 0.2023 -4.5593 2.6728
O -1.4633 -5.8959 5.9623
H -1.2055 -5.9124 5.0320
H -1.9810 -6.6964 6.0888
O 5.7882 -4.0205 -2.0986
H 6.4079 -4.4888 -2.6655
H 5.1839 -3.5930 -2.7153
O -4.5641 4.3870 0.9465
H -3.6441 4.2697 0.6655
H -4.5530 4.3228 1.9114
O -2.1546 -6.4477 -2.6979
H -2.1523 -5.8947 -3.4870
H -2.1121 -5.8152 -1.9673
O -1.2634 -4.5839 -5.1785
H -1.2584 -4.0303 -5.9672
H -1.2188 -3.9504 -4.4535
O -2.4366 -8.8304 -0.2990
H -2.4245 -8.2634 -1.0812
H -2.4222 -8.2181 0.4413
O -5.7831 3.8193 3.7078
H -5.7613 2.8595 3.7914
H -6.5022 4.1058 4.2785
O -5.4617 7.2971 0.7575
H -5.4485 6.3300 0.8157
H -6.2254 7.5645 1.2778
O -7.1467 1.4358 -1.4898
H -6.8891 0.6656 -2.0066
H -6.6864 2.1756 -1.9066
O -5.2496 -3.1685 7.2266
H -4.3548 -3.3437 6.9137
H -5.1892 -3.2424 8.1838
O -0.1813 1.9212 5.3431
H 0.0311 2.0189 4.4057
H -0.7476 1.1406 5.3588
O 3.4783 -4.9751 -3.7337
H 2.5332 -5.1177 -3.8653
H 3.8839 -5.3550 -4.5199
O -2.8920 8.2823 2.5709
H -2.1640 8.1951 1.9477
H -3.6804 8.3026 2.0133
O -7.1955 4.3769 -2.5255
H -7.1032 4.4872 -1.5721
H -8.1457 4.3190 -2.6688
O 8.1424 -1.3785 -1.8639
H 8.2941 -1.3840 -2.8132
H 7.4938 -2.0867 -1.7471
O 6.5092 -1.6847 -4.0793
H 5.6592 -1.2216 -4.0262
H 6.5932 -1.9221 -5.0086
O -4.9614 -3.5708 1.3253
H -5.0745 -2.9915 2.0876
H -4.0068 -3.6731 1.2387
O -0.4616 2.9054 2.2711
H 0.2179 2.5193 1.7078
H -1.1108 3.2558 1.6493
O 5.7576 3.6943 -0.7596
H 5.9534 3.7647 -1.7050
H 5.1979 2.9123 -0.6894
O 0.9357 -4.0941 -7.4919
H 1.1811 -4.0911 -8.4226
H 0.4067 -4.8923 -7.3854
O 0.9604 6.4527 1.3832
H 1.8755 6.3160 1.1147
H 0.9660 6.4040 2.3444
```

***

Record 4
Computed, not measured: a 2-piece molecular cluster, C6H12N2 overall, with the ωB97M-V functional and the def2-TZVPD basis.

Structure (XYZ):
```
20
C6H12N2 the ωB97M-V functional and the def2-TZVPD basis
C 2.3501 2.1081 -0.9892
C 1.3651 2.0111 -2.1366
H 2.9107 3.0308 -1.1598
H 1.9366 1.9185 0.0018
H 3.1595 1.3710 -0.9900
H 0.6866 1.1565 -2.1691
H 1.8165 2.0734 -3.1283
H 0.6743 2.8578 -2.1202
C -0.4334 -2.8734 1.2414
C -1.1003 -0.9394 -0.4374
C -0.6614 -1.4785 0.7430
C -0.7445 0.6424 1.0349
N -1.1599 0.4392 -0.2342
N -0.4376 -0.4523 1.6591
H -1.4287 -1.3926 -1.3512
H -1.5876 1.1334 -0.8000
H 0.3287 -2.9263 2.0140
H -0.0603 -3.5388 0.4627
H -0.6654 1.6000 1.5321
H -1.3890 -3.2051 1.6503
```

Properties
Relative energy (zero: lowest compared OMol25 entry of this formula, charge and spin), kJ/mol: 32.2

***

Record 5
Computed, not measured: C19H16INOPRuSe2Te2 as an isolated structure, with the ωB97M-V functional and the def2-TZVPD basis.

Structure (XYZ):
```
44
C19H16INOPRuSe2Te2 the ωB97M-V functional and the def2-TZVPD basis
Ru 0.1471 0.1736 -2.7259
Se 2.5457 0.1402 -3.1201
Te 3.5911 2.3756 -3.0792
Te 1.6441 3.9152 -2.1217
Se -0.3502 2.5177 -2.6219
O -2.3789 -0.1762 -4.0942
N -1.8939 -0.0445 -2.7995
C -2.8347 0.0585 -1.9522
C -2.6933 0.1844 -0.5014
C -3.9040 0.2997 0.1908
C -3.9446 0.3298 1.5700
C -2.7625 0.2165 2.2890
C -1.5601 0.1009 1.6146
C -1.4969 0.1100 0.2216
P 0.1575 -0.0359 -0.5510
C 0.6979 -1.6204 0.1890
C 0.2263 -2.7922 -0.3993
C 0.5146 -4.0266 0.1600
C 1.2758 -4.1056 1.3171
C 1.7390 -2.9446 1.9170
C 1.4484 -1.7066 1.3608
C 1.1441 1.2144 0.3491
C 2.5326 1.0917 0.3494
C 3.3242 2.0306 0.9942
C 2.7373 3.1098 1.6377
C 1.3575 3.2546 1.6192
C 0.5654 2.3164 0.9744
H -1.7181 -0.7615 -4.5186
H -3.8452 -0.0045 -2.3440
H -4.8255 0.3548 -0.3758
H -4.8930 0.4231 2.0818
H -2.7757 0.2145 3.3710
H -0.6441 0.0063 2.1841
H -0.3551 -2.7395 -1.3104
H 0.1492 -4.9266 -0.3170
H 1.5082 -5.0698 1.7507
H 2.3301 -2.9974 2.8223
H 1.8130 -0.8132 1.8480
H 2.9987 0.2535 -0.1539
H 4.4008 1.9178 0.9882
H 3.3534 3.8429 2.1423
H 0.8939 4.1055 2.1017
H -0.5072 2.4545 0.9480
I 0.2869 -2.2473 -4.0058
```

Properties
<S²>: 0.764
Multiplicity: 2
Relative energy (zero: lowest compared OMol25 entry of this formula, charge and spin), kJ/mol: 0.0

***

Record 6
Computed, not measured: one molecule with the formula C4H6N2O, with the ωB97M-V functional and the def2-TZVPD basis.

Structure (XYZ):
```
13
C4H6N2O the ωB97M-V functional and the def2-TZVPD basis
N 1.9142 0.8678 -0.0554
C 0.5794 0.4069 -0.0183
C 0.0282 -0.8407 0.1474
O 0.7792 -1.9801 0.3172
C -1.3878 -0.7111 0.1255
C -1.6562 0.6240 -0.0679
N -0.4666 1.2897 -0.1455
H 2.4724 0.2744 -0.6608
H 2.3349 0.8146 0.8681
H 0.4450 -2.6381 -0.3029
H -2.1162 -1.4994 0.2674
H -2.5994 1.1454 -0.1488
H -0.3321 2.2682 -0.3398
```

Properties
Relative energy (zero: lowest compared OMol25 entry of this formula, charge and spin), kJ/mol: 91.9

***

Record 7
Computed, not measured: C22H50P2Si2V as an isolated structure, with the ωB97M-V functional and the def2-TZVPD basis.

Structure (XYZ):
```
77
C22H50P2Si2V the ωB97M-V functional and the def2-TZVPD basis
P 0.1309 -2.3615 -3.4941
P 0.4429 1.5363 -3.0019
C -0.3855 -0.8326 -4.3470
C 0.7648 0.1904 -4.2277
H -1.3264 -0.4517 -3.8945
H -0.6076 -1.0289 -5.4122
H 1.7366 -0.2878 -3.9813
H 0.9289 0.6763 -5.2077
C -0.5471 2.5882 -4.1445
H -0.7863 3.5546 -3.6844
H -1.4840 2.0823 -4.4256
H 0.0314 2.7565 -5.0616
C 2.0086 2.3870 -2.7236
H 2.1795 3.0825 -3.5604
H 2.8458 1.6762 -2.6836
H 1.9618 2.9570 -1.7878
C -1.0305 -3.6824 -3.9876
H -0.8705 -4.5383 -3.3187
H -0.8611 -4.0080 -5.0209
H -2.0669 -3.3471 -3.8794
C 1.6897 -2.9265 -4.2706
H 2.4109 -2.1237 -4.4682
H 1.4677 -3.3946 -5.2440
H 2.1837 -3.6841 -3.6503
V 1.8391 -0.7000 2.1784
C -0.7977 1.4002 -1.6697
C -2.2348 1.1554 -1.7692
C -2.9586 -0.0997 -1.5719
C -2.5274 -1.2970 -0.6153
C -1.6828 -2.2990 -1.1959
C -0.3930 -2.1165 -1.8092
C 0.5320 -0.9505 -1.1864
C -0.0311 0.3755 -0.6433
C 0.6303 -2.4723 2.4450
H -0.7038 2.3883 -1.1734
H -2.8305 2.0274 -2.0307
H -3.1381 -0.5516 -2.5671
H -3.9833 0.1883 -1.2506
H -2.2221 -0.9340 0.3800
H -3.4879 -1.8149 -0.4491
H -2.0214 -3.3309 -1.1309
H 0.0649 -3.0907 -1.4368
H 1.3500 -0.7412 -1.9041
H 1.0811 -1.4555 -0.3559
H -0.6834 0.2155 0.2316
H 0.8404 0.9227 -0.2285
H 0.2450 -2.7336 3.4466
H 1.5386 -3.0804 2.2272
H -0.1439 -2.6970 1.6937
C -1.5564 2.3365 4.5328
Si -1.0807 0.7332 3.6555
C -1.0374 -0.6304 4.9551
C -2.5151 0.3678 2.4841
C 0.4418 0.8952 2.5796
Si 1.9456 1.4612 3.5246
C 2.3827 -0.0054 4.6209
C 3.3110 1.3529 2.2617
C 1.8014 3.0718 4.4013
H -2.6516 2.3292 4.6414
H -1.2861 3.2316 3.9548
H -1.1202 2.4203 5.5375
H -1.9974 -0.5951 5.4936
H -0.9442 -1.6176 4.4871
H -0.2325 -0.5120 5.6911
H -2.3806 0.9123 1.5398
H -2.5641 -0.7115 2.2936
H -3.4763 0.6795 2.9181
H 0.1885 1.7221 1.8660
H 2.2756 -1.0319 4.1666
H 3.4348 0.1279 4.9269
H 1.7375 0.0496 5.5122
H 3.2317 2.2153 1.5823
H 4.2370 1.4627 2.8501
H 3.3662 0.4168 1.6530
H 1.4824 3.8653 3.7115
H 1.1028 3.0201 5.2444
H 2.8042 3.3041 4.7773
```

Properties
<S²>: 3.776
Multiplicity: 4
Relative energy (zero: lowest compared OMol25 entry of this formula, charge and spin), kJ/mol: 734.0

***

Record 8
Computed, not measured: C9H19BeNP as an isolated structure, with the ωB97M-V functional and the def2-TZVPD basis.

Structure (XYZ):
```
31
C9H19BeNP the ωB97M-V functional and the def2-TZVPD basis
C 0.3988 -0.4387 -2.3300
Be 0.8726 -0.1468 -0.1647
N -0.4184 0.7336 0.6671
H -0.6229 -0.1846 -2.0155
H -1.2904 0.1952 0.6095
H 1.8011 0.2293 0.7107
H 0.5804 0.1494 -3.2398
H 0.4690 -1.4910 -2.6074
H 1.2667 -0.1111 -1.6836
H -0.1662 0.7871 1.6705
H -0.6097 1.6785 0.3155
C 0.7754 -3.6570 -0.4663
P -0.0511 -2.1786 0.1886
C -1.8209 -2.5771 -0.0410
C 0.2155 -2.2401 1.9831
C -0.6965 -2.8742 2.8387
C -0.4744 -2.8572 4.2199
C 0.6486 -2.2074 4.7544
C 1.5699 -1.5926 3.8966
C 1.3809 -1.6563 2.5187
H 0.7172 -3.6494 -1.5677
H 0.2398 -4.5263 -0.0544
H 1.8230 -3.6559 -0.1286
H -1.9690 -3.6096 0.3150
H -2.4788 -1.8997 0.5308
H -2.0826 -2.5324 -1.1125
H -1.5724 -3.3801 2.4303
H -1.1819 -3.3643 4.8782
H 0.8125 -2.1765 5.8350
H 2.4559 -1.0745 4.2868
H 2.1686 -1.2322 1.8778
```

Properties
Total charge: -1
Relative energy (zero: lowest compared OMol25 entry of this formula, charge and spin), kJ/mol: 26.8

***

Record order is preserved below.
Molecular weight: 696.773, 72.107, 978.768, 112.176, 946.411, 98.105, 483.706, 181.244 g mol⁻¹
Record order is preserved below.
E_tot: -65232.9178, -6323.4046, -165301.0632, -9396.5162, -188753.0149, -9272.5490, -83635.6313, -20818.3242 eV
Record order is preserved below.
Max |F|: 4.21, 2.19, 1.27, 1.23, 0.12, 0.35, 6.35, 2.39 eV Å⁻¹